Record 1
Below is a molecular structure, C31H28As2INTl, with properties calculated with wB97M-V/def2-TZVPD.

Each line ends with the Mulliken charge.
Element x y z (Å)
1 Tl -0.4706 0.8012 3.1434  0.76
2 I -3.8565 3.2630 -1.8449  0.16
3 As -1.4222 -1.2435 0.7834  0.20
4 As 1.8708 0.5624 0.8711  0.49
5 N -1.7695 2.8019 1.8944  -0.23
6 C -0.2435 -5.3185 0.9431  -0.81
7 C 5.7918 -0.8951 0.1872  -0.66
8 C -4.6151 -3.2208 -1.1935  -0.66
9 C 0.9885 3.6339 -2.6469  -0.59
10 C 1.5707 2.4117 -2.9363  -0.70
11 C -4.2992 -1.1127 -2.2936  -0.85
12 C 0.6687 3.9490 -1.3389  -0.53
13 C 1.3438 -1.0875 -0.0999  -1.48
14 C 4.5563 1.5756 0.4083  -0.43
15 C -0.5835 -4.5727 3.1957  -0.67
16 C -0.8958 -3.0379 1.3607  0.08
17 C 5.9043 1.5025 0.1077  -0.64
18 C -2.9020 3.6602 -0.0147  -0.54
19 C -4.9734 -2.3164 -2.1788  -0.49
20 C 0.9304 3.0447 -0.3248  -0.20
21 C -0.2705 -5.5829 2.3028  -0.45
22 C -0.8896 -3.3077 2.7246  -0.45
23 C -1.5958 4.0488 2.3278  -0.21
24 C -0.5573 -4.0557 0.4751  0.21
25 C 1.8484 1.5164 -1.9210  -0.06
26 C 1.5268 1.8211 -0.6027  -0.06
27 C -0.0696 -1.0043 -0.6472  -0.84
28 C 3.8110 0.4122 0.5728  0.07
29 C -2.7246 4.9610 0.4326  -0.22
30 C -3.2679 -0.8173 -1.4206  0.14
31 C 4.4432 -0.8227 0.4914  -0.13
32 C -3.5864 -2.9220 -0.3162  -0.33
33 C -2.8968 -1.7205 -0.4289  0.32
34 C -2.4250 2.6121 0.7568  0.41
35 C -2.0695 5.1528 1.6380  -0.68
36 C 6.5159 0.2662 -0.0192  -0.44
37 H -2.7310 0.1201 -1.5234  0.11
38 H 2.3255 0.5727 -2.1570  0.39
39 H -5.7787 -2.5468 -2.8583  0.39
40 H 1.4307 -1.9411 0.5828  0.71
41 H -0.2370 -1.7821 -1.3988  0.55
42 H 7.5607 0.2066 -0.2778  0.39
43 H -3.3063 -3.6347 0.4516  0.40
44 H 3.8780 -1.7326 0.6593  0.32
45 H -0.0530 -6.5751 2.6671  0.40
46 H 1.8143 2.1591 -3.9559  0.45
47 H -1.1384 -2.5077 3.4203  0.19
48 H 0.6863 3.2884 0.7053  0.47
49 H -0.2340 -0.0385 -1.1392  0.64
50 H 6.2785 -1.8558 0.1018  0.41
51 H -0.5968 -4.7755 4.2556  0.41
52 H 6.4818 2.4029 -0.0376  0.40
53 H 0.0127 -6.1058 0.2502  0.42
54 H -3.0857 5.8024 -0.1376  0.45
55 H -4.5724 -0.4075 -3.0654  0.41
56 H -1.0554 4.1564 3.2591  0.36
57 H 0.2261 4.9047 -1.1067  0.47
58 H -5.1396 -4.1616 -1.1158  0.41
59 H 2.0548 -1.2508 -0.9156  0.59
60 H -0.5462 -3.8669 -0.5920  0.37
61 H -1.9300 6.1515 2.0194  0.43
62 H 4.0623 2.5382 0.5010  0.36
63 H -2.5777 1.5817 0.4580  0.19
64 H 0.7871 4.3383 -3.4375  0.43

Calculated values
LUMO level (eV): -2.81
Charge: +1
Energy relative to the best compared isomer or geometry (same formula, charge and spin) (eV): 0.0000

=====

Record 2
Below is a molecular structure, C40H40BN5O5RhS2, with properties calculated with wB97M-V/def2-TZVPD.

Each line ends with the Mulliken charge.
Element x y z (Å)
1 Rh -1.2049 -0.5023 -0.1056  1.27
2 S -1.4489 -2.0210 1.5538  -0.56
3 S -2.4971 1.3305 -1.0926  -0.40
4 O -0.4654 0.6790 1.3269  -0.60
5 O 2.4371 2.4560 0.0305  -0.38
6 O 3.4982 0.4588 0.0355  -0.29
7 O 0.4845 -1.5781 -0.2436  -0.34
8 O -3.2423 -3.9550 -1.4166  -0.76
9 N -3.3642 -3.8289 1.9080  0.42
10 N -4.2615 -1.9280 1.3250  0.23
11 N -4.1492 -0.0370 -2.7736  0.36
12 N -4.6160 -0.3810 -0.6746  0.50
13 N -2.0955 -1.8665 -1.3889  -0.61
14 C -3.7980 0.2769 -1.5099  -0.47
15 C 2.6614 -2.2325 -0.4321  -0.73
16 C -5.4780 -1.1388 -1.4364  -0.45
17 C -2.2121 5.1387 0.1109  -0.47
18 C 2.9760 0.1250 -4.0669  -1.06
19 C 1.7506 -0.6226 -2.1163  -0.54
20 C 1.7114 -1.0366 -0.6354  3.21
21 C 0.3361 1.7902 1.1399  2.42
22 C -4.7299 -4.0132 1.9258  -0.61
23 C -2.4817 4.3231 1.2062  -0.70
24 C -2.6585 -2.9091 -1.3878  0.40
25 C 3.4838 -2.3771 0.6796  -0.41
26 C 2.1085 3.6119 4.0128  -0.77
27 C -3.0921 -2.5490 1.5562  -0.46
28 C 1.0042 2.0991 2.4861  -0.21
29 C -0.5086 3.0091 0.7356  -1.19
30 C 2.9475 -0.2453 -2.7313  -0.58
31 C 2.6068 -3.2758 -1.3528  -0.38
32 C 4.2433 -3.5267 0.8569  -0.92
33 C 2.2565 2.5897 4.9413  -0.61
34 C 1.7568 1.3280 4.6484  -0.68
35 C 1.8116 0.1104 -4.8246  -0.65
36 C -0.2397 3.8328 -0.3486  0.38
37 C 0.6299 -0.3054 -4.2344  -0.76
38 C -2.3642 -4.8435 2.1676  -0.92
39 C 2.1283 0.1406 0.2844  -1.46
40 C -3.3638 0.3130 -3.9375  -1.07
41 C 4.6442 2.3419 -0.8660  -1.96
42 C 4.2552 2.1123 1.6078  -1.72
43 C 3.3605 -4.4255 -1.1776  -0.80
44 C 0.6009 -0.6785 -2.8947  1.01
45 C 1.4880 3.3662 2.7971  -0.08
46 C -5.1898 -0.9412 -2.7395  -0.54
47 C 1.3993 1.4722 0.0676  -1.40
48 C 1.1253 1.0878 3.4347  -0.47
49 C 3.7040 1.8427 0.2152  1.45
50 C -1.0912 4.8902 -0.6616  -0.96
51 C -1.6390 3.2711 1.5093  -0.04
52 C 4.1879 -4.5563 -0.0702  -0.54
53 C -5.2744 -2.8365 1.5577  -0.42
54 B -4.5654 -0.4386 0.8971  0.05
55 H 4.8832 -3.6147 1.7269  0.42
56 H 0.6920 0.1216 3.2097  0.26
57 H 2.4794 4.6056 4.2350  0.40
58 H 5.5858 1.7928 -0.8209  0.35
59 H -2.8784 5.9549 -0.1412  0.38
60 H -6.2157 -1.7780 -0.9863  0.40
61 H -0.3161 -1.0497 -2.4584  0.15
62 H -1.8629 2.6061 2.3347  0.34
63 H -1.8351 -4.6409 3.0985  0.32
64 H -5.6802 -0.2003 1.3103  -0.21
65 H -3.9320 0.0574 -4.8296  0.38
66 H 3.8629 -0.2614 -2.1596  0.64
67 H 3.2978 -5.2239 -1.9074  0.41
68 H -0.8732 5.5154 -1.5195  0.42
69 H 1.9540 -3.1879 -2.2123  0.51
70 H 1.8490 0.5278 5.3733  0.42
71 H 3.6197 1.6612 2.3685  0.26
72 H -1.6435 -4.8541 1.3513  0.36
73 H -6.3042 -2.5483 1.4516  0.52
74 H 4.7809 -5.4520 0.0693  0.38
75 H 3.5523 -1.5879 1.4147  0.28
76 H 1.9878 -0.1961 1.3147  1.31
77 H -3.1421 1.3775 -3.9287  0.29
78 H 4.3060 3.1859 1.7901  0.34
79 H 1.8325 0.4001 -5.8684  0.39
80 H 0.8965 1.4697 -0.9065  1.41
81 H 5.2574 1.6864 1.6847  0.48
82 H 3.9163 0.4157 -4.5211  0.41
83 H -2.8644 -5.8070 2.2339  0.32
84 H -2.4245 -0.2410 -3.9204  0.38
85 H 4.1859 2.1969 -1.8428  0.47
86 H -0.2813 -0.3517 -4.8197  0.37
87 H 2.7441 2.7791 5.8899  0.37
88 H -3.7196 0.2888 1.3265  -0.17
89 H -3.3640 4.4977 1.8100  0.39
90 H 4.8448 3.4036 -0.7181  0.40
91 H -5.1737 -4.9571 2.1848  0.44
92 H -5.6045 -1.3717 -3.6329  0.42
93 H 1.3815 4.1654 2.0742  0.41
94 H 0.6392 3.6666 -0.9579  0.42

Calculated values
LUMO level (eV): 2.21
Charge: -1
Energy relative to the best compared isomer or geometry (same formula, charge and spin) (eV): 0.0000

=====

Question: charge of number 2 (C40H40BN5O5RhS2)?
Answer: -1

=====

Question: Which formula does entry 1 have?
Answer: C31H28As2INTl

=====

What did the first record say?
Below is a molecular structure, C31H28As2INTl, with properties calculated with wB97M-V/def2-TZVPD.

Each line ends with the Mulliken charge.
Element x y z (Å)
1 Tl -0.4706 0.8012 3.1434  0.76
2 I -3.8565 3.2630 -1.8449  0.16
3 As -1.4222 -1.2435 0.7834  0.20
4 As 1.8708 0.5624 0.8711  0.49
5 N -1.7695 2.8019 1.8944  -0.23
6 C -0.2435 -5.3185 0.9431  -0.81
7 C 5.7918 -0.8951 0.1872  -0.66
8 C -4.6151 -3.2208 -1.1935  -0.66
9 C 0.9885 3.6339 -2.6469  -0.59
10 C 1.5707 2.4117 -2.9363  -0.70
11 C -4.2992 -1.1127 -2.2936  -0.85
12 C 0.6687 3.9490 -1.3389  -0.53
13 C 1.3438 -1.0875 -0.0999  -1.48
14 C 4.5563 1.5756 0.4083  -0.43
15 C -0.5835 -4.5727 3.1957  -0.67
16 C -0.8958 -3.0379 1.3607  0.08
17 C 5.9043 1.5025 0.1077  -0.64
18 C -2.9020 3.6602 -0.0147  -0.54
19 C -4.9734 -2.3164 -2.1788  -0.49
20 C 0.9304 3.0447 -0.3248  -0.20
21 C -0.2705 -5.5829 2.3028  -0.45
22 C -0.8896 -3.3077 2.7246  -0.45
23 C -1.5958 4.0488 2.3278  -0.21
24 C -0.5573 -4.0557 0.4751  0.21
25 C 1.8484 1.5164 -1.9210  -0.06
26 C 1.5268 1.8211 -0.6027  -0.06
27 C -0.0696 -1.0043 -0.6472  -0.84
28 C 3.8110 0.4122 0.5728  0.07
29 C -2.7246 4.9610 0.4326  -0.22
30 C -3.2679 -0.8173 -1.4206  0.14
31 C 4.4432 -0.8227 0.4914  -0.13
32 C -3.5864 -2.9220 -0.3162  -0.33
33 C -2.8968 -1.7205 -0.4289  0.32
34 C -2.4250 2.6121 0.7568  0.41
35 C -2.0695 5.1528 1.6380  -0.68
36 C 6.5159 0.2662 -0.0192  -0.44
37 H -2.7310 0.1201 -1.5234  0.11
38 H 2.3255 0.5727 -2.1570  0.39
39 H -5.7787 -2.5468 -2.8583  0.39
40 H 1.4307 -1.9411 0.5828  0.71
41 H -0.2370 -1.7821 -1.3988  0.55
42 H 7.5607 0.2066 -0.2778  0.39
43 H -3.3063 -3.6347 0.4516  0.40
44 H 3.8780 -1.7326 0.6593  0.32
45 H -0.0530 -6.5751 2.6671  0.40
46 H 1.8143 2.1591 -3.9559  0.45
47 H -1.1384 -2.5077 3.4203  0.19
48 H 0.6863 3.2884 0.7053  0.47
49 H -0.2340 -0.0385 -1.1392  0.64
50 H 6.2785 -1.8558 0.1018  0.41
51 H -0.5968 -4.7755 4.2556  0.41
52 H 6.4818 2.4029 -0.0376  0.40
53 H 0.0127 -6.1058 0.2502  0.42
54 H -3.0857 5.8024 -0.1376  0.45
55 H -4.5724 -0.4075 -3.0654  0.41
56 H -1.0554 4.1564 3.2591  0.36
57 H 0.2261 4.9047 -1.1067  0.47
58 H -5.1396 -4.1616 -1.1158  0.41
59 H 2.0548 -1.2508 -0.9156  0.59
60 H -0.5462 -3.8669 -0.5920  0.37
61 H -1.9300 6.1515 2.0194  0.43
62 H 4.0623 2.5382 0.5010  0.36
63 H -2.5777 1.5817 0.4580  0.19
64 H 0.7871 4.3383 -3.4375  0.43

Calculated values
LUMO level (eV): -2.81
Charge: +1
Energy relative to the best compared isomer or geometry (same formula, charge and spin) (eV): 0.0000